This record from the OMol25 dataset describes a structure of composition C2H2Cl2O in a non-equilibrium geometry. The level of theory is the ωB97M-V functional and the def2-TZVPD basis.

The geometry in XYZ format:
```
7
Properties=species:S:1:pos:R:3:forces:R:3:lowdin_charge:R:1
C 1.564 -0.174 -0.350 -3.7 2.7 2.7 -0.194
C -1.523 0.136 0.791 0.5 0.8 0.6 -1.058
O 2.329 -0.938 -0.778 1.6 -1.6 -1.2 0.039
Cl -2.241 -1.118 -0.006 -0.6 -1.3 -0.6 0.578
Cl -2.314 1.579 0.364 -0.1 0.5 0.0 0.525
H 1.786 0.816 0.175 0.6 -0.6 -0.7 0.092
H 0.399 -0.301 -0.196 1.7 -0.5 -0.9 0.019
```
Forces are in eV/Å.

- LUMO energy: -1.30 eV
- Spin multiplicity: 1
- HOMO: -9.6 eV

=====

This record from the OMol25 dataset describes a structure of composition C4H7O2Yb in a non-equilibrium geometry. The level of theory is the ωB97M-V functional and the def2-TZVPD basis.

The geometry in XYZ format:
```
14
Properties=species:S:1:pos:R:3:forces:R:3:lowdin_charge:R:1
O -3.498 -0.315 0.757 2.5 -1.9 1.2 -0.151
C -3.246 0.027 -0.593 0.3 -0.1 -0.2 -0.317
C -2.020 -0.745 -1.100 -0.5 -0.1 0.5 -0.240
C -0.916 -0.765 -0.066 1.6 0.8 -0.9 -0.166
C 0.338 -0.334 -0.426 -0.1 0.2 0.6 -0.422
O 1.420 -0.406 0.284 0.7 0.5 0.0 -0.492
Yb 3.769 0.508 0.615 -1.1 -0.4 -0.2 0.094
H -0.966 -0.977 1.010 -0.4 -0.5 -0.5 0.086
H -3.034 1.111 -0.681 -0.3 -0.3 0.1 0.108
H -4.139 -0.252 -1.175 0.1 0.3 0.0 0.100
H -1.702 -0.287 -2.050 0.3 -0.2 0.4 0.104
H -2.345 -1.772 -1.339 0.0 0.1 0.0 0.095
H -2.623 -0.856 1.049 -3.2 2.1 -0.8 0.111
H 0.424 0.217 -1.384 0.0 -0.5 -0.2 0.090
```
Forces are in eV/Å.

- LUMO energy: 3.24 eV
- Net charge: -1
- Spin multiplicity: 1
- HOMO: -1.8 eV

=====

This record from the OMol25 dataset describes a structure of composition C43H35NO2PPtSSb in a non-equilibrium geometry. The level of theory is the ωB97M-V functional and the def2-TZVPD basis.

The geometry in XYZ format:
```
85
Properties=species:S:1:pos:R:3:forces:R:3:lowdin_charge:R:1
Pt 1.078 0.230 -0.700 -1.3 -0.4 0.0 0.501
O 0.565 -0.701 -4.732 0.0 -0.3 -1.0 0.059
C 1.067 -0.710 -3.630 -0.3 0.3 0.4 -0.621
O 0.468 -0.095 -2.662 0.1 0.9 -0.1 -0.302
C 2.301 -1.528 -3.365 0.3 -0.1 -0.1 -0.153
C 2.456 -2.617 -4.219 0.0 0.0 0.0 -0.023
C 3.548 -3.455 -4.133 0.0 0.0 0.0 -0.076
C 4.533 -3.200 -3.193 0.0 -0.1 -0.2 -0.099
C 4.399 -2.130 -2.337 0.0 0.1 0.0 -0.151
C 3.290 -1.293 -2.396 -0.2 0.3 -0.2 -0.587
S 3.250 0.047 -1.237 0.3 -0.7 0.1 0.581
H 1.695 -2.774 -4.967 -0.1 0.0 -0.1 0.117
H 3.632 -4.289 -4.808 0.1 -0.2 -0.1 0.099
H 5.398 -3.837 -3.121 0.2 -0.1 0.0 0.104
H 5.146 -1.935 -1.589 0.2 0.0 0.2 0.097
N 2.427 1.222 1.919 0.6 0.3 -0.1 0.079
C 1.623 0.682 2.904 0.1 0.1 0.0 -0.348
C 1.502 1.339 4.132 -0.2 -0.1 0.1 -0.031
C 0.691 0.835 5.128 0.1 0.1 -0.1 -0.083
C -0.009 -0.348 4.927 0.0 0.0 0.0 -0.094
C 0.096 -0.987 3.709 -0.2 -0.1 0.0 -0.085
C 0.887 -0.484 2.676 -0.4 -0.5 0.2 -0.319
P 0.856 -1.247 1.034 1.0 1.1 0.5 0.892
C 2.231 -2.433 1.057 0.0 0.0 0.0 -0.369
C 2.403 -3.267 -0.044 -0.1 0.0 0.0 -0.103
C 3.466 -4.146 -0.093 0.0 -0.1 0.0 -0.081
C 4.381 -4.190 0.948 0.1 -0.1 0.0 -0.076
C 4.223 -3.359 2.042 -0.1 0.0 -0.1 -0.074
C 3.145 -2.486 2.103 0.0 0.0 -0.1 -0.077
C -0.607 -2.311 0.991 0.1 -0.1 -0.1 -0.346
C -0.615 -3.549 1.635 0.1 0.1 0.0 -0.091
C -1.746 -4.341 1.600 0.0 0.0 0.0 -0.071
C -2.874 -3.915 0.917 -0.1 0.0 -0.1 -0.072
C -2.868 -2.699 0.257 0.0 0.0 0.0 -0.056
C -1.732 -1.908 0.294 -0.2 -0.2 0.0 -0.093
H 2.892 2.077 2.188 0.0 -0.1 0.0 0.097
H 3.065 0.594 1.443 -0.2 0.0 -0.1 0.031
H 2.063 2.247 4.295 0.1 0.1 0.0 0.109
H 0.615 1.363 6.066 0.0 0.0 0.1 0.104
H -0.634 -0.755 5.705 -0.1 -0.1 0.1 0.100
H -0.475 -1.890 3.534 0.0 0.0 0.1 0.095
H 1.715 -3.218 -0.877 -0.1 0.0 -0.1 0.117
H 3.592 -4.780 -0.957 0.0 -0.1 -0.1 0.106
H 5.216 -4.875 0.902 0.1 0.0 0.0 0.104
H 4.930 -3.386 2.855 0.1 0.0 0.1 0.102
H 3.022 -1.855 2.968 0.0 0.1 0.1 0.102
H 0.269 -3.896 2.151 0.1 0.0 0.0 0.114
H -1.742 -5.297 2.099 0.0 -0.1 0.1 0.106
H -3.750 -4.543 0.888 -0.1 -0.1 0.0 0.104
H -3.725 -2.358 -0.305 -0.1 0.0 0.0 0.107
H -1.718 -0.994 -0.256 0.0 0.5 -0.3 0.038
C -5.204 0.194 -2.532 -0.1 0.0 0.0 -0.089
C -5.223 0.928 -1.359 0.0 0.0 0.0 -0.087
C -4.039 1.418 -0.832 -0.1 0.1 0.2 -0.125
C -2.834 1.174 -1.473 0.2 0.0 -0.1 -0.367
C -2.817 0.434 -2.651 0.0 -0.1 0.0 -0.108
C -4.004 -0.050 -3.174 0.1 0.0 -0.1 -0.074
Sb -0.993 1.859 -0.685 -0.1 -0.9 0.4 1.522
C -0.678 3.616 -1.773 0.0 -0.1 0.0 -0.378
C 0.591 3.904 -2.244 0.2 0.0 0.0 -0.119
C 0.812 5.063 -2.972 0.0 -0.1 0.0 -0.075
C -0.236 5.926 -3.229 0.1 0.1 -0.1 -0.082
C -1.508 5.635 -2.766 -0.1 0.0 0.0 -0.080
C -1.732 4.478 -2.042 -0.1 0.1 0.0 -0.124
C -1.663 2.606 1.169 0.1 0.0 -0.1 -0.377
C -1.635 3.958 1.466 0.0 0.2 -0.1 -0.116
C -2.052 4.412 2.707 0.0 0.1 0.0 -0.082
C -2.505 3.515 3.656 0.0 0.0 0.1 -0.084
C -2.533 2.161 3.366 0.0 -0.1 0.1 -0.082
C -2.107 1.710 2.130 0.0 -0.2 0.0 -0.138
H -6.126 -0.185 -2.946 -0.1 -0.1 0.0 0.101
H -6.156 1.122 -0.853 -0.1 0.0 0.1 0.101
H -4.066 1.984 0.089 0.0 0.1 0.1 0.092
H -1.884 0.213 -3.146 0.2 0.0 -0.1 0.086
H -3.982 -0.623 -4.087 0.0 -0.1 -0.1 0.107
H 1.409 3.220 -2.059 0.1 -0.1 0.0 0.087
H 1.800 5.281 -3.343 0.1 0.0 -0.1 0.105
H -0.064 6.826 -3.800 0.0 0.1 0.0 0.104
H -2.326 6.305 -2.977 -0.1 0.1 0.0 0.104
H -2.730 4.252 -1.697 -0.1 -0.1 0.1 0.103
H -1.289 4.672 0.733 0.0 0.1 -0.1 0.092
H -2.024 5.467 2.927 0.0 0.1 0.0 0.103
H -2.834 3.868 4.621 0.0 0.0 0.1 0.102
H -2.878 1.453 4.102 0.0 -0.1 0.1 0.105
H -2.130 0.646 1.927 0.0 -0.1 -0.1 0.094
```
Forces are in eV/Å.

- LUMO energy: -0.67 eV
- Spin multiplicity: 1
- HOMO: -7.1 eV

=====

This record from the OMol25 dataset describes a structure of composition C7H7CaF12N2O9S4 in a non-equilibrium geometry. The level of theory is the ωB97M-V functional and the def2-TZVPD basis.

The geometry in XYZ format:
```
42
Properties=species:S:1:pos:R:3:forces:R:3:lowdin_charge:R:1
Ca -0.526 -1.081 0.700 0.5 0.9 -0.9 1.555
C 4.986 1.045 3.143 1.8 0.2 0.8 -0.129
C 3.623 1.632 3.190 -0.3 -0.4 -1.4 -0.647
C 3.751 3.164 2.984 -0.8 0.6 -0.2 -0.086
O 2.804 0.918 2.293 -0.1 0.6 0.8 -0.314
H 5.507 1.330 2.229 0.1 -0.7 -0.2 0.078
H 5.053 0.016 3.496 -0.3 -0.4 -0.9 0.070
H 5.522 1.539 3.954 0.5 0.4 0.1 0.061
H 3.458 1.539 4.264 -1.3 -0.3 0.4 0.104
H 3.060 3.620 3.693 -0.1 0.4 -0.2 0.057
H 3.531 3.561 1.993 -0.6 -0.6 -0.2 0.065
H 4.719 3.641 3.137 0.4 -0.6 0.6 0.056
C -2.346 2.967 -2.950 -0.8 -0.3 -0.4 -0.630
F -1.722 2.476 -4.030 -0.3 0.2 0.4 0.128
F -2.575 4.265 -3.134 -0.3 -0.9 -0.4 0.130
F -3.514 2.262 -2.798 1.4 1.1 -0.2 0.101
S -1.203 2.830 -1.470 1.3 -0.9 1.4 0.717
O -0.130 1.892 -1.856 -2.0 0.8 0.9 -0.351
O -0.837 4.207 -1.177 0.0 -2.0 -0.2 -0.291
N -2.223 2.021 -0.252 4.5 -0.1 -3.2 -0.341
S -3.286 3.027 0.177 -4.0 0.4 0.4 0.508
O -3.373 4.195 -0.670 -0.1 -0.2 1.4 -0.301
O -4.517 2.266 0.352 1.0 0.9 0.9 -0.314
C -2.674 3.492 1.943 0.4 0.9 0.8 -0.570
F -1.644 2.659 2.282 -0.4 1.0 -0.5 0.059
F -2.290 4.810 2.054 -0.1 -1.8 -0.5 0.095
F -3.576 3.309 2.909 -0.4 -0.1 -0.5 0.114
C -3.189 -3.942 -2.094 0.7 -1.7 0.1 -0.609
F -3.567 -2.906 -1.312 0.3 -0.6 -0.5 0.102
F -3.218 -5.095 -1.349 0.0 1.6 -0.7 0.092
F -4.031 -4.101 -3.111 0.1 0.5 0.5 0.143
S -1.426 -3.714 -2.841 0.1 0.4 -2.1 0.693
O -1.241 -4.769 -3.895 -1.1 2.7 3.4 -0.308
O -1.411 -2.320 -3.294 -0.2 -1.7 1.1 -0.326
N -0.460 -3.853 -1.420 -1.6 0.9 -2.0 -0.356
S 0.422 -5.123 -1.778 0.2 -4.3 -1.6 0.600
O -0.357 -6.391 -1.578 2.1 2.7 -0.4 -0.332
O 1.244 -4.953 -3.004 -1.3 -0.4 3.1 -0.305
C 1.629 -5.110 -0.387 1.5 -1.1 -1.6 -0.658
F 2.300 -3.981 -0.486 -0.1 1.6 1.2 0.119
F 1.128 -5.322 0.844 0.7 0.2 -1.0 0.129
F 2.602 -6.021 -0.752 -1.6 -0.1 1.3 0.090
```
Forces are in eV/Å.

- LUMO energy: -1.46 eV
- Net charge: -1
- Spin multiplicity: 1
- HOMO: -5.0 eV

=====

Number 1 is which compound? C2H2Cl2O